(1)
Formula: C11H21N3
Source: the Open Molecules 2025 dataset
Level of theory: the ωB97M-V functional and the def2-TZVPD basis

Last columns: bonded neighbours and bond lengths (Å).
Atoms and positions in Å:
1 C -0.646 1.387 -0.978  C2 1.333, N13 1.370, H15 1.153
2 C 0.631 1.169 -1.290  C1 1.333, N14 1.409, H16 1.092
3 C -0.088 -0.339 0.298  N12 1.223, N13 1.369, N14 1.643
4 C -3.412 1.113 -0.511  C10 1.468, H17 1.095, H18 1.118, H19 1.037
5 C -2.696 -1.292 -0.638  C10 1.566, H20 1.199, H21 1.146, H22 1.088
6 C -2.971 0.039 1.590  C10 1.611, H23 1.036, H24 1.108, H25 1.092
7 C 2.649 0.580 1.379  C11 1.572, H26 1.081, H27 1.057, H28 1.140
8 C 2.782 -1.653 0.028  C11 1.600, H29 1.032, H30 1.025, H31 1.001
9 C 3.468 0.287 -1.142  C11 1.463, H32 1.099, H33 1.042, H34 1.112
10 C -2.507 0.103 0.049  C4 1.468, C5 1.566, C6 1.611, N13 1.466
11 C 2.562 -0.070 -0.050  C7 1.572, C8 1.600, C9 1.463, N14 1.450
12 N -0.244 -1.220 1.132  C3 1.223, H35 1.032
13 N -1.103 0.522 -0.019  C1 1.370, C3 1.369, C10 1.466
14 N 1.225 0.104 -0.584  C2 1.409, C3 1.643, C11 1.450
15 H -1.272 2.288 -1.332  C1 1.153
16 H 1.246 1.852 -1.880  C2 1.092
17 H -3.023 2.008 -0.016  C4 1.095
18 H -3.458 1.283 -1.615  C4 1.118
19 H -4.351 0.875 -0.140  C4 1.037
20 H -3.080 -1.083 -1.755  C5 1.199
21 H -3.422 -2.019 -0.131  C5 1.146
22 H -1.716 -1.756 -0.722  C5 1.088
23 H -3.846 -0.481 1.785  C6 1.036
24 H -2.140 -0.510 2.075  C6 1.108
25 H -2.732 0.923 2.184  C6 1.092
26 H 2.316 1.609 1.374  C7 1.081
27 H 1.942 0.045 1.955  C7 1.057
28 H 3.686 0.623 1.849  C7 1.140
29 H 2.204 -1.952 0.829  C8 1.032
30 H 3.772 -1.849 0.209  C8 1.025
31 H 2.501 -2.003 -0.867  C8 1.001
32 H 3.422 1.236 -1.695  C9 1.099
33 H 4.477 0.230 -0.889  C9 1.042
34 H 3.264 -0.339 -2.037  C9 1.112
35 H 0.560 -1.710 1.555  N12 1.032

The multiplicity is 3. As for the lowest unoccupied orbital energy (alpha / beta): 0.8 / -0.7 eV. The calculation puts the HOMO energy (alpha / beta) at -3.541 / -9.531 eV. The charge is 0. As for the HOMO-LUMO gap (alpha / beta): 0.1610 / 0.3241 hartree. The energy above the lowest of the compared OMol25 structures with the same formula, charge and spin is 138.1 kJ/mol.

=====

(2)
Formula: C5H13NO2
Source: the Open Molecules 2025 dataset
Level of theory: the ωB97M-V functional and the def2-TZVPD basis

Last columns: bonded neighbours and bond lengths (Å).
Atoms and positions in Å:
1 C 0.169 2.538 0.842  C2 1.514, H8 1.086, H9 1.088, H10 1.086
2 C 0.654 1.125 1.087  C1 1.514, N3 1.375, O7 1.228
3 N 0.609 0.168 0.101  C2 1.375, C4 1.447, H11 1.038
4 C -0.036 0.259 -1.191  N3 1.447, C5 1.563, H12 1.088, H13 1.089
5 C -1.481 -0.330 -1.094  C4 1.563, C6 1.547, H14 1.087, H15 1.086
6 C -1.404 -1.873 -1.032  C5 1.547, H16 1.082, H17 1.094, H18 1.088
7 O 1.188 0.808 2.147  C2 1.228
8 H 0.820 3.213 1.388  C1 1.086
9 H -0.869 2.694 1.127  C1 1.088
10 H 0.283 2.753 -0.217  C1 1.086
11 H 0.980 -0.775 0.326  N3 1.038
12 H 0.581 -0.268 -1.916  C4 1.088
13 H -0.086 1.300 -1.506  C4 1.089
14 H -1.960 0.045 -1.995  C5 1.087
15 H -1.937 0.097 -0.206  C5 1.086
16 H -0.468 -2.308 -1.358  C6 1.082
17 H -1.563 -2.184 0.005  C6 1.094
18 H -2.248 -2.303 -1.566  C6 1.088
19 H 1.796 -1.223 2.082  O21 0.953
20 H 2.961 -1.825 1.519  O21 0.956
21 O 2.011 -1.910 1.456  H19 0.953, H20 0.956

The multiplicity is 2. As for the lowest unoccupied orbital energy (alpha / beta): -3.5 / -8.7 eV. The calculation puts the HOMO energy (alpha / beta) at -15.754 / -15.660 eV. The charge is +1. As for the HOMO-LUMO gap (alpha / beta): 0.4518 / 0.2558 hartree. The energy above the lowest of the compared OMol25 structures with the same formula, charge and spin is 40.7 kJ/mol.

=====

(3)
Formula: C38H101N25O14
Source: the Open Molecules 2025 dataset
Level of theory: the ωB97M-V functional and the def2-TZVPD basis

Last columns: bonded neighbours and bond lengths (Å).
Atoms and positions in Å:
1 C 2.884 -1.753 3.078  O2 1.225, N3 1.433, N4 1.457
2 O 2.197 -2.063 2.112  C1 1.225
3 N 2.869 -2.555 4.266  C1 1.433, H5 1.009, H6 1.023
4 N 3.653 -0.525 3.235  C1 1.457, H7 1.031, H8 1.010
5 H 2.394 -3.442 4.338  N3 1.009
6 H 3.566 -2.417 5.002  N3 1.023
7 H 4.549 -0.594 3.739  N4 1.031
8 H 3.569 0.083 2.433  N4 1.010
9 C 0.529 -5.181 3.755  O10 1.237, N11 1.426, N12 1.373
10 O 1.591 -5.184 4.389  C9 1.237
11 N -0.597 -5.911 4.238  C9 1.426, H13 1.008, H14 1.000
12 N 0.282 -4.363 2.680  C9 1.373, H15 0.999, H16 1.019
13 H -0.290 -6.694 4.795  N11 1.008
14 H -1.163 -6.201 3.466  N11 1.000
15 H -0.666 -4.077 2.543  N12 0.999
16 H 1.025 -3.727 2.393  N12 1.019
17 C -3.394 -4.066 1.916  O18 1.235, N19 1.490, N20 1.450
18 O -2.511 -4.855 2.268  C17 1.235
19 N -4.608 -4.527 1.186  C17 1.490, H21 0.994, H22 0.980
20 N -3.552 -2.655 2.206  C17 1.450, H23 1.019, H24 0.999
21 H -5.438 -4.100 1.528  N19 0.994
22 H -4.598 -5.490 1.004  N19 0.980
23 H -3.957 -2.026 1.514  N20 1.019
24 H -2.796 -2.233 2.704  N20 0.999
25 C 3.036 -1.646 -1.321  O26 1.243, N27 1.404, N28 1.384
26 O 3.322 -1.690 -2.530  C25 1.243
27 N 3.893 -2.010 -0.269  C25 1.404, H29 1.023, H30 0.994
28 N 1.788 -1.227 -0.892  C25 1.384, H31 1.020, H32 1.009
29 H 3.501 -2.442 0.571  N27 1.023
30 H 4.745 -2.411 -0.588  N27 0.994
31 H 1.660 -1.294 0.117  N28 1.020
32 H 1.100 -0.831 -1.516  N28 1.009
33 C -1.749 -2.444 5.147  O34 1.249, N35 1.409, N36 1.406
34 O -1.350 -2.069 4.024  C33 1.249
35 N -2.538 -3.591 5.367  C33 1.409, H37 1.017, H38 1.028
36 N -1.375 -1.706 6.283  C33 1.406, H39 1.029, H40 0.999
37 H -2.762 -4.293 4.665  N35 1.017
38 H -2.807 -3.818 6.333  N35 1.028
39 H -0.825 -0.838 6.227  N36 1.029
40 H -1.737 -1.936 7.186  N36 0.999
41 C -0.737 1.639 5.827  O42 1.244, N43 1.388, N44 1.387
42 O -0.825 1.847 7.051  C41 1.244
43 N -1.705 2.027 4.911  C41 1.388, H45 0.993, H46 1.011
44 N 0.368 1.038 5.242  C41 1.387, H47 1.015, H48 0.998
45 H -2.604 2.284 5.245  N43 0.993
46 H -1.504 1.858 3.935  N43 1.011
47 H 0.470 0.694 4.293  N44 1.015
48 H 1.137 0.957 5.874  N44 0.998
49 C 0.367 0.175 -3.998  O50 1.228, N51 1.466, N52 1.456
50 O -0.162 0.020 -2.901  C49 1.228
51 N 1.812 0.001 -4.174  C49 1.466, H53 1.030, H54 0.994
52 N -0.352 0.676 -5.160  C49 1.456, H55 1.010, H56 0.997
53 H 2.417 -0.614 -3.611  N51 1.030
54 H 2.316 0.186 -5.011  N51 0.994
55 H -1.211 1.195 -5.045  N52 1.010
56 H 0.135 1.068 -5.936  N52 0.997
57 C -5.109 2.139 -1.515  O58 1.232, N59 1.339, N60 1.487
58 O -5.220 3.363 -1.423  C57 1.232
59 N -4.584 1.346 -0.573  C57 1.339, H61 1.016, H62 1.011
60 N -5.402 1.435 -2.791  C57 1.487, H63 0.999, H64 0.996
61 H -4.308 0.372 -0.651  N59 1.016
62 H -4.186 1.801 0.238  N59 1.011
63 H -6.219 1.872 -3.166  N60 0.999
64 H -5.524 0.470 -2.577  N60 0.996
65 C -0.615 0.460 1.278  O66 1.221, N67 1.447, N68 1.427
66 O -0.335 1.189 2.216  C65 1.221
67 N -0.653 -0.980 1.418  C65 1.447, H69 1.017, H70 1.022
68 N -0.954 0.964 -0.014  C65 1.427, H71 0.999, H72 1.028
69 H -1.357 -1.435 0.843  N67 1.017
70 H -0.489 -1.304 2.373  N67 1.022
71 H -1.335 0.380 -0.729  N68 0.999
72 H -1.332 1.920 0.012  N68 1.028
73 C -3.376 -2.116 -1.973  O74 1.216, N75 1.390, N76 1.489
74 O -3.577 -1.510 -0.938  C73 1.216
75 N -2.360 -1.859 -2.886  C73 1.390, H77 1.011, H78 1.008
76 N -4.412 -3.103 -2.386  C73 1.489, H79 1.003, H80 1.017
77 H -2.473 -2.123 -3.855  N75 1.011
78 H -1.716 -1.084 -2.831  N75 1.008
79 H -4.785 -3.666 -1.645  N76 1.003
80 H -4.107 -3.788 -3.075  N76 1.017
81 C -2.060 4.048 1.737  O82 1.220, N83 1.404, N84 1.383
82 O -2.489 2.965 1.372  C81 1.220
83 N -2.832 5.221 1.734  C81 1.404, H85 0.992, H86 1.004
84 N -0.752 4.185 2.164  C81 1.383, H87 1.017, H88 1.026
85 H -3.756 5.177 1.376  N83 0.992
86 H -2.647 6.055 2.261  N83 1.004
87 H -0.363 5.059 2.510  N84 1.017
88 H -0.147 3.373 2.323  N84 1.026
89 C 1.722 6.738 -3.157  C90 1.506, H100 1.096, H101 1.075, H102 1.095
90 C 0.583 5.782 -3.397  C89 1.506, C91 1.534, N95 1.494, C99 1.512
91 C 0.641 4.733 -2.279  C90 1.534, C92 1.536, H103 1.081, H104 1.109
92 C -0.511 3.720 -2.370  C91 1.536, C93 1.559, H105 1.074, H106 1.090
93 C -1.801 4.562 -2.134  C92 1.559, C94 1.525, H107 1.115, H108 1.116
94 C -2.002 5.701 -3.127  C93 1.525, N95 1.487, C97 1.592, C98 1.557
95 N -0.730 6.467 -3.207  C90 1.494, C94 1.487, O96 1.427
96 O -0.842 7.509 -4.176  N95 1.427, H118 0.946
97 C -2.513 5.096 -4.508  C94 1.592, H109 1.105, H110 1.099, H111 1.076
98 C -3.096 6.646 -2.548  C94 1.557, H112 1.075, H113 1.101, H114 1.092
99 C 0.749 5.148 -4.759  C90 1.512, H115 1.090, H116 1.098, H117 1.094
100 H 1.568 7.138 -2.149  C89 1.096
101 H 1.660 7.571 -3.835  C89 1.075
102 H 2.644 6.178 -3.341  C89 1.095
103 H 1.594 4.245 -2.428  C91 1.081
104 H 0.524 5.272 -1.317  C91 1.109
105 H -0.409 2.929 -1.651  C92 1.074
106 H -0.451 3.327 -3.385  C92 1.090
107 H -1.770 4.918 -1.078  C93 1.115
108 H -2.695 3.897 -2.064  C93 1.116
109 H -3.405 4.448 -4.436  C97 1.105
110 H -2.665 5.876 -5.267  C97 1.099
111 H -1.826 4.363 -4.891  C97 1.076
112 H -2.896 7.057 -1.576  C98 1.075
113 H -3.414 7.509 -3.154  C98 1.101
114 H -4.005 6.041 -2.508  C98 1.092
115 H 0.372 4.125 -4.774  C99 1.090
116 H 1.797 5.070 -5.078  C99 1.098
117 H 0.294 5.653 -5.616  C99 1.094
118 H -1.103 8.343 -3.814  O96 0.946
119 C -0.704 -4.209 -0.519  C120 1.524, H130 1.108, H131 1.078, H132 1.088
120 C 0.157 -5.299 -1.144  C119 1.524, C121 1.582, N125 1.535, C129 1.544
121 C 0.596 -6.429 -0.128  C120 1.582, C122 1.494, H133 1.080, H134 1.085
122 C -0.491 -7.412 0.160  C121 1.494, C123 1.500, H135 1.111, H136 1.115
123 C -1.012 -8.037 -1.101  C122 1.500, C124 1.539, H137 1.110, H138 1.098
124 C -1.528 -6.984 -2.098  C123 1.539, N125 1.471, C127 1.562, C128 1.531
125 N -0.474 -5.992 -2.360  C120 1.535, C124 1.471, O126 1.498
126 O -1.121 -4.891 -3.142  N125 1.498, H148 0.986
127 C -1.751 -7.695 -3.471  C124 1.562, H139 1.087, H140 1.129, H141 1.080
128 C -2.865 -6.474 -1.555  C124 1.531, H142 1.094, H143 1.080, H144 1.083
129 C 1.438 -4.648 -1.711  C120 1.544, H145 1.098, H146 1.088, H147 1.060
130 H -0.151 -3.290 -0.240  C119 1.108
131 H -1.123 -4.511 0.428  C119 1.078
132 H -1.409 -3.926 -1.299  C119 1.088
133 H 1.424 -6.909 -0.629  C121 1.080
134 H 0.997 -6.009 0.788  C121 1.085
135 H -1.342 -6.834 0.580  C122 1.111
136 H -0.105 -8.151 0.901  C122 1.115
137 H -1.937 -8.611 -0.886  C123 1.110
138 H -0.270 -8.665 -1.610  C123 1.098
139 H -0.843 -8.263 -3.656  C127 1.087
140 H -2.554 -8.485 -3.407  C127 1.129
141 H -1.982 -7.054 -4.309  C127 1.080
142 H -3.635 -7.244 -1.659  C128 1.094
143 H -2.837 -6.023 -0.574  C128 1.080
144 H -3.337 -5.692 -2.135  C128 1.083
145 H 1.895 -4.186 -0.827  C129 1.098
146 H 1.303 -3.823 -2.408  C129 1.088
147 H 2.164 -5.322 -2.087  C129 1.060
148 H -0.579 -4.514 -3.874  O126 0.986
149 C 5.439 1.022 -0.118  C150 1.559, H160 1.108, H161 1.085, H162 1.089
150 C 4.822 2.402 0.263  C149 1.559, C151 1.523, N155 1.436, C159 1.565
151 C 3.353 2.220 -0.096  C150 1.523, C152 1.542, H163 1.094, H164 1.103
152 C 2.402 3.267 0.519  C151 1.542, C153 1.563, H165 1.096, H166 1.091
153 C 2.673 3.310 2.058  C152 1.563, C154 1.540, H167 1.099, H168 1.095
154 C 4.142 3.648 2.372  C153 1.540, N155 1.479, C157 1.509, C158 1.557
155 N 4.916 2.592 1.683  C150 1.436, C154 1.479, O156 1.460
156 O 6.328 2.599 2.056  N155 1.460, H178 0.971
157 C 4.468 5.091 2.076  C154 1.509, H169 1.089, H170 1.104, H171 1.094
158 C 4.360 3.269 3.866  C154 1.557, H172 1.084, H173 1.081, H174 1.090
159 C 5.453 3.495 -0.662  C150 1.565, H175 1.088, H176 1.099, H177 1.095
160 H 5.067 0.642 -1.090  C149 1.108
161 H 5.232 0.152 0.497  C149 1.085
162 H 6.515 1.114 -0.264  C149 1.089
163 H 3.125 2.189 -1.165  C151 1.094
164 H 2.994 1.271 0.338  C151 1.103
165 H 1.375 2.939 0.321  C152 1.096
166 H 2.562 4.229 0.028  C152 1.091
167 H 2.443 2.293 2.406  C153 1.099
168 H 2.074 4.013 2.646  C153 1.095
169 H 4.261 5.398 1.052  C157 1.089
170 H 3.767 5.670 2.703  C157 1.104
171 H 5.500 5.427 2.216  C157 1.094
172 H 4.204 2.205 3.993  C158 1.084
173 H 5.414 3.387 4.075  C158 1.081
174 H 3.788 3.969 4.477  C158 1.090
175 H 4.733 4.296 -0.817  C159 1.088
176 H 5.649 3.007 -1.627  C159 1.099
177 H 6.470 3.864 -0.498  C159 1.095
178 H 6.643 3.459 1.730  O156 0.971

As for the lowest unoccupied orbital energy: 0.4 eV. The calculation puts the HOMO energy at -8.240 eV. The charge is 0. As for the HOMO-LUMO gap: 0.3161 hartree. The energy above the lowest of the compared OMol25 structures with the same formula, charge and spin is 0.0 kJ/mol.

=====

Look up the charge of the second one. +1

=====

Among the records above, which one has the highest charge? C5H13NO2